1.
A structure of composition C42H45AuF3GeN3O2Se, computed with ωB97M-V/def2-TZVPD.

Summary:
net charge: 0
ΔE to the lowest compared entry with this formula, charge and spin: 0.00 kcal per mole
E: -6855.93760 hartree
lowest unoccupied orbital energy: 0.00 eV
multiplicity: 1

Positions of all 98 atoms, in Å:
H  -1.1280  2.0549  1.6762
C  -1.1988  -3.1380  -1.6108
C  2.2844  -3.7266  -0.0042
H  -1.8952  -4.0429  2.9892
H  -2.4634  -3.0463  1.6538
C  6.3716  -0.0748  0.1095
Se  -2.1993  1.4482  -1.1521
C  4.2698  -3.4113  1.3194
H  -3.5759  1.5076  1.6042
C  -2.5268  4.9593  0.8557
H  -4.4585  3.7245  2.5167
H  2.4775  0.8196  -2.2598
H  4.9220  0.3636  -2.1444
Au  0.0166  0.7627  -0.3426
C  4.3203  0.3642  -1.2473
C  -0.9343  -4.3032  -0.8853
C  -2.4332  3.1668  -0.4653
H  -1.7324  -1.5640  3.5102
C  -0.4445  -1.0644  1.9030
C  -1.9001  2.7691  1.9525
H  -2.8398  4.0807  4.4263
C  -2.4494  5.8714  1.8995
C  -3.1258  2.0199  2.4581
C  -3.2204  7.5652  0.3430
C  4.0740  0.1085  1.1190
C  2.9635  0.6116  -1.3175
H  1.5846  -3.9488  3.2973
H  2.0279  0.3266  1.7924
F  7.0071  1.1092  0.1719
C  -5.8424  4.0472  -1.9581
C  -2.0813  -8.0427  2.0498
H  -3.4809  8.5983  0.1597
H  -3.4047  2.5902  5.1664
O  -0.3357  0.1299  2.2634
H  -4.5649  2.3674  -2.3975
H  -1.2184  -9.7099  3.0931
H  1.4139  -6.4406  2.2910
C  -3.7000  3.4148  4.5153
C  -1.3405  -5.5854  -2.9077
O  -0.1226  -1.4987  0.7659
H  -2.7637  7.9161  2.4113
C  0.2052  -8.1387  2.7644
C  1.5167  -3.9024  1.1466
H  -1.8612  -4.4646  -4.6616
H  -1.3913  -6.5449  -3.4073
H  -5.5077  6.1569  -2.4101
H  5.3357  -3.2377  1.3859
N  -2.2148  3.6077  0.7898
C  -1.0095  -5.5239  -1.5595
H  -3.3822  5.1208  -2.9861
H  -7.1681  5.7639  -2.0100
H  -1.1435  -2.1816  -1.1142
H  4.2329  -3.3729  -0.8267
C  -1.0474  -8.7250  2.6772
C  -0.9908  -2.0789  2.8950
H  -6.6917  3.3615  -1.9837
C  -1.5787  -3.3217  2.2335
C  3.6493  -3.4889  0.0792
C  -1.5326  -3.1979  -2.9578
Ge  -0.3912  -4.2947  1.0021
C  -6.2790  5.3953  -2.5210
H  -4.9375  3.3618  -3.7900
C  2.7204  0.3516  0.9590
F  6.7135  -0.7633  1.2054
N  2.1846  0.6207  -0.2344
H  -6.5159  5.3124  -3.5836
H  1.0183  -8.6677  3.2463
H  -0.8011  -6.4447  -1.0293
H  -5.5718  4.1495  -0.9023
C  -2.9513  5.3410  -0.4127
F  6.8638  -0.7317  -0.9527
C  3.5173  -3.5654  2.4738
H  1.8127  -3.7858  -0.9786
H  4.4754  -0.1094  2.0976
C  -4.6924  3.4001  -2.7245
H  -5.0698  2.2928  3.3079
H  -3.0613  -8.4969  1.9703
C  -3.2950  6.6560  -0.6966
C  -1.6036  -4.4203  -3.6105
H  -1.4807  3.4321  2.7088
H  -2.7623  1.2356  3.1242
C  -1.8577  -6.7789  1.5233
C  -2.8091  7.1776  1.6229
C  -3.3442  4.1056  -2.5930
C  2.1532  -3.8118  2.3832
C  0.4220  -6.8731  2.2304
H  -2.6785  -6.2613  1.0368
H  3.9938  -3.5083  3.4448
C  -4.1658  2.8885  3.1622
H  -0.1695  -2.3441  3.5676
H  -2.1208  5.5786  2.8857
H  -2.5814  3.5558  -3.1454
H  -3.5943  6.9673  -1.6863
H  -4.4906  3.9733  5.0174
C  4.8809  0.1241  -0.0040
N  -2.8903  4.2037  -1.2068
C  -0.6029  -6.1683  1.6018
H  -1.7370  -2.2816  -3.4993

Forces on the atoms, in the same order (eV/Å):
H 0.0204 0.0030 -0.0233
C -0.0782 -0.1079 0.0003
C 0.0224 -0.0411 0.0371
H -0.0419 0.0204 0.0083
H -0.0229 -0.0013 0.0077
C -0.0270 -0.0143 -0.0117
Se 0.0915 -0.1811 0.0688
C 0.0066 0.0209 -0.0231
H 0.0142 -0.0308 0.0076
C 0.0559 -0.0130 -0.0137
H -0.0040 -0.0155 0.0023
H -0.0068 -0.0138 -0.0139
H 0.0008 -0.0020 -0.0102
Au -0.1782 0.3850 -0.3921
C 0.0035 0.0400 -0.0077
C 0.0436 0.0291 -0.0371
C 0.1005 0.1262 0.0339
H 0.0100 -0.0379 0.0331
C 0.0114 -0.1571 -0.0565
C 0.0737 -0.0482 -0.0611
H 0.0148 -0.0083 0.0029
C -0.0083 0.0251 -0.0043
C -0.0124 0.0388 -0.0511
C -0.0026 -0.0143 -0.0012
C 0.0316 -0.0137 -0.0451
C 0.0311 0.0748 -0.0033
H -0.0019 -0.0086 0.0040
H -0.0359 -0.0056 0.0001
F 0.0007 0.0267 -0.0183
C 0.0016 0.0150 -0.0219
C -0.0080 0.0065 -0.0234
H -0.0008 0.0156 0.0037
H -0.0055 -0.0043 0.0108
O 0.1246 0.1493 0.2140
H -0.0141 -0.0082 -0.0051
H -0.0020 -0.0073 -0.0010
H 0.0053 0.0240 0.0345
C -0.0067 -0.0031 0.0007
C 0.0044 -0.0129 0.0194
O -0.0384 -0.0534 -0.1386
H 0.0001 0.0120 0.0052
C 0.0148 -0.0010 -0.0111
C 0.0118 0.0424 0.0068
H -0.0029 0.0041 0.0031
H 0.0030 -0.0065 0.0035
H 0.0171 0.0104 -0.0207
H 0.0503 0.0165 -0.0034
N -0.1359 -0.0251 -0.0063
C 0.0440 0.0411 -0.0150
H 0.0071 0.0079 0.0159
H -0.0037 0.0107 0.0132
H 0.0411 0.1021 0.0747
H 0.0081 0.0060 -0.0032
C -0.0020 -0.0133 0.0046
C -0.0935 -0.0296 0.0341
H 0.0057 -0.0097 0.0127
C 0.0679 0.1004 -0.0017
C 0.0027 0.0204 -0.0128
C -0.0013 0.0431 0.0310
Ge -0.0136 -0.0782 -0.0405
C -0.0147 -0.0227 0.0056
H 0.0171 -0.0022 -0.0067
C 0.0096 -0.0211 0.0407
F -0.0401 -0.0288 0.0359
N -0.1472 -0.2590 0.1712
H -0.0093 -0.0006 -0.0079
H 0.0050 -0.0002 0.0014
H -0.0019 -0.0277 0.0159
H -0.0061 0.0087 0.0091
C 0.0270 0.0069 -0.0248
F -0.0068 -0.0073 0.0026
C -0.0010 0.0054 0.0023
H -0.0167 0.0125 -0.0035
H -0.0063 0.0041 0.0070
C 0.0225 0.0239 0.0250
H -0.0059 0.0041 -0.0061
H -0.0084 0.0008 0.0057
C -0.0018 0.0092 0.0163
C -0.0033 0.0066 -0.0205
H 0.0056 -0.0260 0.0028
H 0.0170 -0.0090 0.0561
C 0.0261 0.0029 0.0303
C -0.0011 -0.0122 -0.0070
C 0.0553 -0.0146 -0.0156
C -0.0196 -0.0242 0.0148
C 0.0055 -0.0539 -0.1049
H -0.0180 0.0141 -0.0042
H 0.0051 0.0008 0.0125
C 0.0020 -0.0130 -0.0028
H 0.0099 0.0127 0.0012
H -0.0005 -0.0010 0.0125
H -0.0177 0.0161 -0.0034
H -0.0139 0.0052 -0.0125
H -0.0009 0.0105 -0.0029
C 0.0361 -0.0137 0.0368
N -0.0944 -0.0698 0.0095
C -0.0032 0.0137 0.0938
H 0.0012 -0.0021 -0.0014



2.
The molecule CH2N2O3Si in a non-equilibrium geometry, computed with ωB97M-V/def2-TZVPD.

Summary:
net charge: 0
ΔE to the lowest compared entry with this formula, charge and spin: 14.37 kcal per mole
E: -663.97566 hartree
lowest unoccupied orbital energy: -0.14 eV
multiplicity: 1
SMILES: N#C[Si@@H](O)[N+](=O)[O-]

Positions of all 9 atoms, in Å:
Si  0.4859  0.2810  -0.2085
O  -1.4612  1.4300  1.0679
O  0.1381  -0.8577  0.8826
N  2.9850  1.7935  0.4933
O  -0.6819  2.7833  -0.5099
N  -0.7726  1.7501  0.0884
H  0.1313  -0.0752  -1.5262
C  2.0552  1.2336  0.1910
H  -0.5788  -0.9678  1.4362

Forces on the atoms, in the same order (eV/Å):
Si -1.1862 1.5607 1.9386
O -0.4390 1.4141 -0.7903
O 3.1011 0.4162 -2.3585
N 2.4963 1.5530 0.7816
O -0.8622 0.7080 0.1230
N 1.8537 -2.9053 0.9482
H 0.4235 -0.3838 -1.1357
C -3.0676 -2.4047 -1.1640
H -2.3196 0.0418 1.6571



3.
A cluster of 2 separate species, C3H8BrOPS in total in a non-equilibrium geometry, computed with ωB97M-V/def2-TZVPD.

Summary:
net charge: 0
ΔE to the lowest compared entry with this formula, charge and spin: 47.51 kcal per mole
E: -3507.87919 hartree
lowest unoccupied orbital energy: 0.48 eV
multiplicity: 1
SMILES: COP(S)Br.C=C

Positions of all 15 atoms, in Å:
O  1.5690  0.9946  0.8391
H  0.9619  2.0688  -0.9561
C  -3.0873  -1.2525  -0.1786
H  -1.7760  -1.3346  -1.9088
H  -2.1300  0.2529  -1.5063
H  1.6532  3.0326  0.2751
S  1.5518  -1.4159  2.2960
C  -2.3106  -0.7263  -1.1651
H  -3.2509  -2.3243  -0.0969
H  -3.6116  -0.6015  0.5710
C  1.7183  2.0665  -0.0948
P  1.7090  -0.5479  0.3820
H  2.7840  1.9344  -0.5488
Br  3.9788  -0.6286  0.0173
H  0.2403  -1.5183  2.0748

Forces on the atoms, in the same order (eV/Å):
O -0.5110 1.1183 0.3063
H 0.8901 -0.5836 1.1308
C 0.6549 1.7875 -0.7827
H -0.4442 -0.5785 0.6134
H -0.3075 1.6607 0.7918
H -0.1287 1.4089 1.7438
S 0.3899 0.0584 -0.1402
C -0.6334 -2.3793 0.2940
H 0.2435 0.1945 0.0385
H 0.5294 -0.6832 -0.9259
C 1.5583 -2.2987 -3.5466
P 0.2570 0.1105 -0.3816
H -1.8271 0.4750 0.5226
Br -0.3922 -0.1432 0.2558
H -0.2788 -0.1472 0.0800



4.
A structure of composition C12H21F12LiN3P2 in a non-equilibrium geometry, computed with ωB97M-V/def2-TZVPD.

Summary:
net charge: -1
ΔE to the lowest compared entry with this formula, charge and spin: 0.00 kcal per mole
E: -2523.35386 hartree
lowest unoccupied orbital energy: 2.35 eV
multiplicity: 1

Positions of all 51 atoms, in Å:
F  3.0339  0.9529  -2.1934
H  -0.7108  -5.6831  -3.0964
P  1.2984  -0.8366  2.4761
F  2.7160  -1.5741  3.0261
F  0.8162  -0.4755  -4.0771
H  -1.9527  -5.2526  -1.9797
F  3.0499  0.0788  -4.2612
F  1.5475  1.7740  -3.7554
H  -4.0717  1.0651  2.5508
C  -1.0994  -5.9190  -2.1057
H  -0.5574  -5.9131  -0.0130
H  -4.3264  3.8323  1.0039
C  -3.8941  3.1565  1.7417
F  2.2055  -1.1341  -2.4118
H  1.4593  -4.3464  -0.3140
P  1.8654  0.2566  -3.1258
F  1.7712  0.7171  2.5866
C  0.6374  -4.3959  -1.0282
H  2.9296  3.3768  2.0106
H  -5.5639  1.9142  2.2353
C  -3.4326  0.8114  -0.1094
F  0.6722  -2.3079  2.1975
H  0.7589  -6.5040  -1.0818
C  -4.5652  1.7280  1.8402
C  1.6575  4.1598  0.3853
F  1.9046  -0.8387  1.0243
N  -0.6446  -2.1429  -0.4837
C  3.0127  3.8986  1.0573
H  -5.3682  0.2240  0.6265
C  -4.7467  1.1072  0.4784
H  1.1488  4.9784  0.8945
H  -1.3938  -6.9685  -2.1123
Li  -0.2549  -0.1237  0.0698
C  3.9246  2.8467  0.3761
H  -5.2843  1.7546  -0.2143
C  0.7311  3.0052  0.4018
C  -0.0674  -3.1344  -0.7254
F  0.7514  -0.8119  4.0179
H  -3.8178  3.6845  2.6922
H  1.7406  4.4373  -0.6655
H  3.4468  1.8779  0.5212
H  3.5104  4.8546  1.2195
F  -0.1234  -0.3286  1.9593
N  -2.4716  0.5015  -0.5993
N  -0.0251  2.1381  0.3694
C  -0.0580  -5.7904  -0.9741
H  4.0545  3.0690  -0.6830
F  0.6811  0.5358  -1.9767
H  -2.8519  3.1248  1.4242
H  4.9075  2.9491  0.8361
H  1.0490  -4.3292  -2.0353

Forces on the atoms, in the same order (eV/Å):
F -0.9652 0.0267 0.1883
H 0.3613 -0.0392 0.0530
P 1.4894 -1.5871 2.1814
F -1.3351 1.4329 -0.3433
F -0.2924 0.3400 -0.1200
H -0.0605 -0.1764 0.3141
F -0.8282 -0.4030 0.2866
F -0.2267 -1.3900 0.3711
H 0.2687 0.0892 -0.2324
C 0.4891 -0.4452 0.3109
H 0.1490 -0.2130 0.0431
H -0.6373 -0.2273 0.0691
C 0.7778 -0.6976 0.1691
F 0.0057 -0.4676 -0.0874
H 0.2880 -0.2643 -0.0797
P 1.5074 1.9179 0.1014
F 0.3962 -0.5979 0.7691
C 0.4003 0.0424 0.2509
H -0.8022 0.7612 0.4884
H -0.1416 -0.1626 0.1436
C -3.4113 0.1767 1.0404
F 0.4353 -0.6564 0.6444
H -0.2020 -0.1334 0.0377
C -0.2154 2.5573 0.2941
C -0.2834 -0.5733 0.2646
F 0.2056 0.0582 -1.5747
N 1.7465 -2.5758 -0.6499
C 0.5303 -1.1154 -0.0089
H 0.3600 -0.3564 -0.4570
C 0.3538 -0.1663 0.0684
H -0.0805 0.0304 0.0234
H -0.4953 0.0858 -0.1948
Li -0.0387 0.3154 -0.5739
C -0.4917 1.3213 -0.4997
H 0.0093 0.1795 0.1148
C -0.1356 -0.1272 -0.0520
C -2.1826 1.7430 0.2195
F 0.3127 0.0186 -0.8358
H -0.4676 -0.1528 0.1512
H 0.3009 0.0516 -0.0499
H 0.4736 -0.1364 -0.1948
H 0.0467 -0.0036 -0.1097
F -1.5280 1.2789 -0.5908
N 3.0653 -0.7785 -1.1508
N 0.5261 0.3401 0.1204
C -0.5854 1.8134 -0.3736
H -0.0774 -0.3027 -0.1269
F 0.6581 -0.1671 -0.4869
H 0.1744 -0.5619 -0.1027
H -0.0292 -0.5164 0.1337
H 0.1820 0.4145 0.0429



Which value of multiplicity does entry 4 give? 1